Computed, not measured: one molecule with the formula C4H6N4 at a distorted geometry, with the ωB97M-V functional and the def2-TZVPD basis.

Charge: 0
Total energy, hartree: -374.88911
Orbital gap, hartree: 0.341
SMILES: NN1C=CC=NN=C1
Max |F|, eV Å⁻¹: 5.338
HOMO, eV: -8.89
Relative energy (zero: lowest compared OMol25 entry of this formula, charge and spin), kcal/mol: 108.09

Geometry as XYZ:
```
14
C4H6N4, DFT the ωB97M-V functional and the def2-TZVPD basis
N 1.865 -0.999 0.552
H 1.299 2.168 -0.833
H -0.907 -2.059 -1.144
C -0.244 0.881 -0.423
N -2.165 -0.334 0.543
N 1.112 -1.769 -0.373
C 1.955 0.298 0.470
C 1.039 1.245 -0.227
H -2.320 0.025 1.460
H -1.009 1.539 -0.719
H -2.558 0.198 -0.181
N -0.754 -0.347 0.236
H 2.901 0.642 1.004
C -0.214 -1.489 -0.364
```